[1]
C9H21Cl12N3O6 | ωB97M-V/def2-TZVPD

The calculation puts the largest force on an atom at 2.94 eV/A. The SMILES is C[N+](=O)[O-].C[N+](=O)[O-].C[N+](=O)[O-].ClCCl.ClCCl.ClCCl.ClCCl.ClCCl.ClCCl. The value obtained for the molar mass is 692.72 g mol⁻¹. As for the energy above the lowest of the compared OMol25 structures with the same formula, charge and spin: 146.1 kJ/mol. As for the multiplicity: 1. For the HOMO energy, the calculation gives -10.96 eV.

Each line ends with the Mulliken charge.
Atoms and positions in Å:
C -1.671 -6.210 -5.996  -0.659
N -2.010 -7.664 -6.376  0.805
O -3.182 -7.880 -6.714  -0.500
O -1.159 -8.538 -6.305  -0.503
H -1.931 -6.131 -4.940  0.279
H -2.445 -5.596 -6.455  0.307
H -0.664 -5.937 -6.311  0.271
C 2.076 -9.540 -0.282  -0.692
N 2.401 -8.174 0.054  0.789
O 2.727 -7.951 1.248  -0.486
O 2.306 -7.303 -0.822  -0.490
H 1.030 -9.672 -0.556  0.276
H 2.381 -10.177 0.549  0.316
H 2.655 -9.923 -1.123  0.286
C -0.014 0.677 -1.143  -0.663
N -0.086 1.083 -2.571  0.819
O -0.681 0.346 -3.338  -0.501
O 0.410 2.187 -2.855  -0.498
H 0.339 -0.354 -1.104  0.275
H -1.003 0.722 -0.687  0.270
H 0.670 1.333 -0.604  0.298
Cl 6.717 7.278 3.084  -0.130
C 6.998 5.776 2.186  -0.239
Cl 5.623 5.444 1.007  -0.158
H 7.948 5.789 1.652  0.271
H 7.041 4.914 2.851  0.256
Cl 2.401 10.604 -2.595  -0.158
C 1.521 9.595 -3.835  -0.221
Cl 2.240 9.650 -5.449  -0.138
H 1.481 8.536 -3.581  0.263
H 0.517 10.019 -3.823  0.254
Cl 1.476 6.214 7.266  -0.146
C 0.178 5.437 6.334  -0.218
Cl -0.780 4.376 7.436  -0.151
H -0.389 6.214 5.822  0.270
H 0.642 4.813 5.571  0.245
Cl -2.274 6.360 0.667  -0.144
C -3.998 5.779 0.825  -0.243
Cl -4.165 4.325 1.851  -0.146
H -4.580 6.557 1.319  0.258
H -4.461 5.522 -0.127  0.275
Cl -5.971 -5.207 0.340  -0.147
C -7.065 -3.773 0.178  -0.230
Cl -6.239 -2.409 -0.691  -0.146
H -7.944 -4.053 -0.404  0.260
H -7.358 -3.443 1.175  0.263
Cl 0.007 -1.697 5.199  -0.136
C 1.688 -2.042 5.537  -0.220
Cl 2.773 -0.819 4.823  -0.152
H 1.891 -2.042 6.607  0.256
H 1.934 -3.013 5.107  0.252

=====

[2]
C9H21ClCoFO2P2 | ωB97M-V/def2-TZVPD

As for the net charge: +2. The calculation puts the largest force on an atom at 8.44 eV/A. The value obtained for the molar mass is 336.60 g mol⁻¹. As for the energy above the lowest of the compared OMol25 structures with the same formula, charge and spin: 23.8 kJ/mol. As for the multiplicity: 5. For the HOMO energy (alpha / beta), the calculation gives -15.76 / -17.32 eV. Its expectation value of S² is 6.034.

Each line ends with the Mulliken charge.
Atoms and positions in Å:
C 0.283 -0.176 -4.880  -1.076
C 0.421 0.030 -3.393  0.866
H 1.305 -0.155 -5.324  0.335
H -0.353 0.620 -5.315  0.326
H -0.209 -1.145 -5.096  0.349
O 1.434 0.336 -2.800  -0.485
Cl -1.138 -0.232 -2.552  -0.218
Co -0.067 0.029 0.608  -0.182
P -0.211 2.252 0.902  1.128
C 1.101 3.244 1.662  -1.178
C -0.165 2.565 -0.871  -1.176
H -0.189 3.651 -1.058  0.494
H -1.881 3.944 1.387  0.432
H -1.029 2.067 -1.343  0.316
H -2.602 2.319 1.039  0.358
H 2.077 2.941 1.277  0.413
H 0.733 2.116 -1.325  0.283
C -1.796 2.859 1.546  -1.120
H 0.909 4.297 1.440  0.434
H -1.862 2.643 2.618  0.400
H 1.092 3.089 2.745  0.410
P -0.018 -2.176 1.187  1.162
C 1.361 -2.976 2.061  -1.191
C -1.534 -2.883 1.898  -1.114
H -0.678 -2.176 -1.114  0.269
H -0.007 -3.772 -0.605  0.474
H 1.061 -2.372 -0.968  0.337
C 0.105 -2.689 -0.532  -1.171
H -2.380 -2.487 1.339  0.363
H -1.489 -3.978 1.847  0.440
H 1.228 -4.051 1.957  0.433
H 1.336 -2.692 3.114  0.413
H -1.619 -2.561 2.937  0.394
H 2.309 -2.657 1.633  0.416
C 1.626 0.104 1.160  0.414
O 2.682 0.153 1.643  -0.207
F -1.839 -0.081 1.173  -0.537

=====

[3]
C9H21ClFLuO2P2 | ωB97M-V/def2-TZVPD

As for the net charge: +2. The calculation puts the largest force on an atom at 18.69 eV/A. The value obtained for the molar mass is 452.63 g mol⁻¹. As for the multiplicity: 1. For the HOMO energy (alpha / beta), the calculation gives -16.92 / -17.57 eV.

Each line ends with the Mulliken charge.
Atoms and positions in Å:
C 0.210 -0.043 -2.818  -1.128
C 0.979 0.217 -1.527  0.932
H 0.926 -0.218 -3.626  0.438
H -0.390 0.845 -3.046  0.289
H -0.500 -0.864 -2.720  0.248
O 2.146 0.572 -1.598  -0.300
Cl -2.151 0.116 -0.728  -0.289
Lu 0.026 0.003 0.298  0.558
P -0.202 2.350 0.470  0.677
C 1.298 3.203 1.067  -1.275
C -0.601 3.185 -1.103  -1.147
H -0.772 4.253 -0.936  0.483
H -1.743 3.918 1.494  0.467
H -1.504 2.727 -1.513  0.344
H -2.411 2.252 1.388  0.344
H 2.140 2.945 0.418  0.409
H 0.226 3.053 -1.806  0.405
C -1.526 2.851 1.611  -1.093
H 1.155 4.289 1.065  0.421
H -1.210 2.626 2.632  0.395
H 1.519 2.868 2.084  0.449
P -0.072 -2.367 0.269  0.923
C 1.447 -3.124 0.940  -1.405
C -1.411 -3.034 1.305  -1.159
H -1.218 -2.858 -1.816  0.367
H -0.301 -4.271 -1.237  0.475
H 0.545 -2.905 -2.015  0.427
C -0.282 -3.183 -1.356  -1.281
H -2.298 -2.407 1.198  0.362
H -1.633 -4.066 1.013  0.452
H 1.385 -4.216 0.889  0.427
H 1.550 -2.798 1.978  0.461
H -1.076 -2.990 2.344  0.411
H 2.314 -2.783 0.368  0.429
C 1.671 -0.016 1.151  0.253
O 2.693 -0.006 1.687  -0.069
F -0.930 -0.122 2.177  -0.700

=====

[4]
C9H21ClO3Si | ωB97M-V/def2-TZVPD

The calculation puts the largest force on an atom at 3.27 eV/A. The SMILES is CCO[Si](CCCCl)(OCC)OCC. The value obtained for the molar mass is 240.80 g mol⁻¹. As for the energy above the lowest of the compared OMol25 structures with the same formula, charge and spin: 104.3 kJ/mol. As for the multiplicity: 1. For the HOMO energy, the calculation gives -9.93 eV.

Each line ends with the Mulliken charge.
Atoms and positions in Å:
C 1.501 1.222 -2.326  -1.641
C 0.503 0.987 -1.225  0.348
O 1.031 0.537 -0.011  0.034
Si -0.022 -0.420 0.814  0.468
C -1.539 0.603 1.399  -1.071
C -2.641 0.792 0.304  -0.328
C -3.172 2.178 0.345  -0.508
Cl -4.787 2.225 -0.356  -0.220
O -0.646 -1.595 -0.261  -0.387
C 0.344 -2.376 -0.865  -0.174
C -0.068 -2.756 -2.301  -1.373
O 0.643 -1.208 2.093  -0.521
C 1.608 -0.387 2.796  -0.254
C 2.847 0.123 2.048  -1.001
H 1.018 1.663 -3.179  0.423
H 2.089 0.381 -2.714  0.326
H 2.275 1.887 -1.974  0.384
H -0.063 1.969 -1.064  0.073
H -0.222 0.252 -1.599  0.166
H -1.854 -0.065 2.165  0.323
H -1.089 1.501 1.719  0.540
H -2.270 0.413 -0.672  0.219
H -3.561 0.157 0.569  0.415
H -3.322 2.494 1.391  0.327
H -2.528 2.832 -0.227  0.296
H 1.315 -1.848 -0.918  0.189
H 0.436 -3.200 -0.223  0.479
H 0.798 -3.136 -2.840  0.375
H -0.788 -3.571 -2.207  0.343
H -0.448 -1.956 -2.869  0.345
H 1.945 -0.988 3.685  0.279
H 1.096 0.495 3.134  0.247
H 3.344 -0.712 1.487  0.281
H 2.745 0.857 1.159  0.152
H 3.483 0.649 2.723  0.444

=====

[5]
C9H21F3O7V | ωB97M-V/def2-TZVPD

As for the net charge: -1. The calculation puts the largest force on an atom at 4.32 eV/A. The value obtained for the molar mass is 349.20 g mol⁻¹. As for the multiplicity: 1. For the HOMO energy, the calculation gives -4.53 eV.

Each line ends with the Mulliken charge.
Atoms and positions in Å:
O -0.654 0.971 1.053  -0.611
V -0.216 -0.365 0.371  1.746
O 0.310 -1.348 1.497  -0.623
C 3.374 1.298 -1.981  -0.077
O 3.152 1.389 -0.574  -0.120
O 2.188 0.590 -2.404  -0.835
C 3.850 2.626 -2.733  0.743
F 5.114 2.950 -2.416  -0.263
F 3.723 2.637 -4.068  -0.287
F 3.097 3.645 -2.378  -0.279
C 4.202 1.916 0.233  -0.194
C 3.853 1.662 1.699  -1.284
H 2.907 2.034 2.095  0.318
H 3.832 0.616 2.001  0.292
H 4.622 2.183 2.269  0.377
H 4.382 2.987 0.143  0.271
H 5.180 1.470 0.050  0.310
H 4.266 0.682 -2.089  0.180
C -4.879 -3.862 -1.353  -1.110
C -4.700 -2.403 -1.023  0.449
C -4.940 -2.129 0.508  -1.256
O -3.465 -1.839 -1.470  -0.744
H -4.777 -3.973 -2.432  0.279
H -5.801 -4.311 -0.985  0.334
H -4.026 -4.270 -0.809  0.257
H -5.547 -1.830 -1.400  0.161
H -5.924 -2.518 0.771  0.369
H -4.973 -1.057 0.704  0.291
H -4.234 -2.540 1.230  0.302
C -4.078 4.915 3.837  -0.497
O -3.841 5.950 4.711  -0.498
H -4.385 3.975 4.298  0.231
H -4.756 5.238 3.047  0.239
H -3.183 4.643 3.278  0.226
H -3.430 6.671 4.229  0.301
C 3.576 -4.684 -1.566  -0.639
O 2.169 -4.668 -1.410  -0.460
H 4.015 -5.658 -1.351  0.296
H 4.015 -4.417 -2.527  0.272
H 4.107 -4.060 -0.847  0.242
H 1.878 -5.111 -2.210  0.290

=====

[6]
C9H21N3O18S3 | ωB97M-V/def2-TZVPD

The calculation puts the largest force on an atom at 4.23 eV/A. The value obtained for the molar mass is 555.47 g mol⁻¹. As for the multiplicity: 1. For the HOMO energy, the calculation gives -11.12 eV.

Each line ends with the Mulliken charge.
Atoms and positions in Å:
C 11.247 5.155 12.277  -0.163
C 10.826 6.434 12.971  0.725
O 11.388 7.497 12.111  -0.303
S 12.228 6.857 10.884  1.045
O 13.473 7.585 10.866  -0.511
O 11.417 6.631 9.764  -0.579
O 12.523 5.488 11.666  -0.392
H 10.571 4.726 11.526  0.274
H 11.494 4.328 12.991  0.192
H 11.185 6.475 13.952  -0.718
H 9.734 6.623 12.995  0.437
C 7.727 6.365 17.610  0.617
C 6.307 5.717 17.638  -0.376
O 6.616 4.359 18.076  -0.285
S 7.980 4.216 18.739  1.121
O 8.907 3.503 17.922  -0.535
O 7.812 3.766 20.084  -0.631
O 8.445 5.774 18.741  -0.350
H 7.586 7.461 17.894  0.349
H 8.227 6.117 16.706  -0.531
H 5.884 5.690 16.686  0.310
H 5.646 6.161 18.387  0.325
C 14.234 9.848 13.307  -0.472
C 15.440 8.974 12.827  -0.363
O 15.186 7.668 13.385  -0.294
S 14.354 7.885 14.701  1.016
O 15.219 8.426 15.729  -0.652
O 13.577 6.711 14.956  -0.431
O 13.365 9.031 14.086  -0.175
H 13.575 10.127 12.477  0.318
H 14.586 10.669 13.924  0.333
H 16.350 9.369 13.276  0.344
H 15.511 8.831 11.715  0.250
C 11.801 5.510 17.271  -0.842
N 11.072 5.165 16.016  0.942
O 10.147 5.882 15.652  -0.282
O 11.505 4.288 15.287  -0.565
H 12.713 5.962 16.824  0.287
H 11.912 4.621 17.912  0.307
H 11.319 6.376 17.679  0.256
C 8.131 2.910 14.386  -0.738
N 7.874 4.288 14.061  0.946
O 8.332 4.769 13.026  -0.590
O 7.324 4.949 14.893  -0.486
H 7.696 2.321 13.586  0.301
H 7.629 2.676 15.311  0.258
H 9.229 2.891 14.461  0.276
C 10.567 8.871 15.093  -0.523
N 9.806 9.244 16.237  1.032
O 8.923 10.076 16.088  -0.608
O 9.921 8.590 17.283  -0.554
H 10.625 9.629 14.354  0.431
H 10.006 8.043 14.709  0.036
H 11.529 8.466 15.356  0.221